Entry 1:
{"formula": "C8H32BF4NO7", "method": "ωB97M-V/def2-TZVPD", "spin_multiplicity": 1, "species": ["O", "H", "H", "H", "O", "H", "H", "H", "O", "H", "H", "H", "C", "C", "O", "H", "H", "H", "H", "H", "C", "C", "O", "H", "H", "H", "H", "H", "B", "F", "F", "F", "F", "C", "C", "C", "O", "C", "N", "H", "H", "H", "H", "H", "H", "H", "H", "H", "H", "H", "O", "H", "H"], "positions_angstrom": [[-1.297, -2.428, 3.694], [-0.675, -2.431, 2.868], [-1.377, -1.528, 4.071], [-1.007, -3.133, 4.291], [-0.154, 0.056, 0.780], [-0.941, 0.447, 1.219], [-0.024, -0.891, 1.084], [0.672, 0.602, 1.021], [2.658, -1.206, 2.815], [2.586, -0.265, 2.374], [3.431, -1.693, 2.504], [1.777, -1.670, 2.631], [-0.595, -4.283, 0.803], [0.533, -3.266, 0.779], [0.437, -2.231, 1.715], [-0.376, -5.106, 0.125], [-1.562, -3.789, 0.695], [-0.654, -4.780, 1.784], [0.610, -2.901, -0.258], [1.489, -3.806, 0.888], [2.959, 2.677, -0.078], [3.263, 1.428, 0.727], [2.166, 1.018, 1.484], [2.042, 2.510, -0.649], [3.729, 2.979, -0.791], [2.781, 3.549, 0.555], [4.156, 1.578, 1.356], [3.595, 0.626, 0.041], [-3.216, -0.336, 1.910], [-2.219, -0.180, 2.942], [-2.816, 0.415, 0.798], [-3.302, -1.703, 1.611], [-4.440, 0.176, 2.330], [-2.247, 1.509, -3.963], [-1.188, 2.030, -2.977], [0.181, 1.539, -3.440], [0.286, 0.196, -3.824], [0.103, -0.755, -2.798], [-1.202, 3.508, -3.040], [-2.213, 0.421, -4.067], [-2.181, 1.896, -4.984], [-3.245, 1.771, -3.603], [-1.489, 1.680, -1.989], [0.916, 1.782, -2.653], [0.515, 2.098, -4.317], [-0.965, -0.862, -2.586], [0.732, -0.516, -1.934], [0.448, -1.710, -3.198], [-1.261, 3.721, -4.031], [-2.076, 3.840, -2.647], [0.041, 2.295, 2.946], [-0.089, 3.199, 2.646], [0.707, 1.926, 2.343]], "forces_ev_per_angstrom": [[0.00, -0.68, 0.11], [0.90, 0.41, -1.40], [-0.40, 0.23, -0.23], [-0.10, 0.30, 0.34], [-0.37, 1.21, -0.28], [-0.39, -0.08, -0.22], [0.34, -1.11, 0.56], [1.10, -0.15, -0.17], [0.05, -0.04, 0.95], [-0.48, 1.69, -1.24], [-0.17, -0.12, -0.18], [-0.31, -0.59, -1.10], [0.07, 0.02, 1.29], [0.73, -0.80, -0.82], [-0.72, 0.50, 1.52], [-0.38, 0.25, -0.42], [-0.02, -0.19, -0.57], [0.17, 0.14, 0.04], [-0.21, 0.46, 0.17], [-0.07, -0.01, 0.29], [-0.34, 0.31, -0.13], [0.53, -0.16, -0.37], [-0.45, -1.42, 1.13], [0.02, 0.02, -0.03], [0.17, -0.30, 0.07], [-0.03, -0.14, 0.18], [-0.18, 0.26, 0.18], [-0.22, 0.04, -0.18], [-1.34, 0.10, 0.09], [0.40, -0.04, 0.16], [0.76, -0.04, -0.19], [0.27, 0.14, -0.01], [0.35, -0.34, 0.28], [-0.57, -0.73, 0.26], [-1.03, 0.09, -1.82], [0.75, 0.53, 0.71], [0.01, -0.28, -0.19], [0.10, -0.05, -0.59], [0.33, -0.38, 0.35], [-0.04, 0.02, 0.09], [0.43, 0.24, 0.12], [0.02, -0.02, 0.03], [0.40, 0.10, 0.19], [-0.01, -0.16, 0.00], [-0.31, 0.13, -0.02], [0.11, 0.06, 0.58], [-0.35, 0.08, 0.24], [0.00, 0.02, -0.03], [0.11, 0.28, 0.05], [0.05, 0.02, 0.10], [-0.18, -0.18, -0.14], [-0.04, 0.00, 0.01], [0.56, 0.34, 0.26]]}



Entry 2:
{"formula": "C8H32ClN16O8", "method": "ωB97M-V/def2-TZVPD", "spin_multiplicity": 1, "charge": -1, "species": ["Cl", "C", "O", "N", "N", "H", "H", "H", "H", "C", "O", "N", "N", "H", "H", "H", "H", "C", "O", "N", "N", "H", "H", "H", "H", "C", "O", "N", "N", "H", "H", "H", "H", "C", "O", "N", "N", "H", "H", "H", "H", "C", "O", "N", "N", "H", "H", "H", "H", "C", "O", "N", "N", "H", "H", "H", "H", "C", "O", "N", "N", "H", "H", "H", "H"], "positions_angstrom": [[-0.621, 0.484, 0.566], [0.866, 2.637, -6.023], [2.045, 2.805, -5.958], [0.182, 1.782, -5.331], [0.100, 3.267, -6.862], [0.741, 1.263, -4.669], [-0.799, 1.676, -5.545], [0.382, 4.192, -7.155], [-0.817, 2.930, -7.118], [-1.228, 6.189, -0.673], [-1.653, 7.313, -0.573], [-0.058, 5.857, -0.201], [-1.777, 5.281, -1.458], [0.405, 6.598, 0.306], [0.206, 4.886, -0.113], [-1.331, 4.375, -1.476], [-2.581, 5.412, -2.055], [4.663, -3.949, -2.361], [4.739, -4.024, -1.158], [3.886, -3.131, -2.968], [5.437, -4.523, -3.239], [3.366, -2.474, -2.404], [3.970, -3.087, -3.973], [5.143, -4.466, -4.203], [6.272, -5.024, -2.971], [5.299, 1.960, 0.333], [6.424, 2.196, 0.100], [4.866, 1.451, 1.433], [4.332, 2.107, -0.531], [3.927, 1.123, 1.607], [5.675, 1.174, 1.970], [4.668, 2.193, -1.480], [3.400, 1.744, -0.393], [0.424, 3.884, 5.849], [0.929, 4.668, 6.646], [0.768, 2.641, 5.623], [-0.707, 4.188, 5.212], [1.640, 2.347, 6.041], [0.184, 2.006, 5.099], [-0.934, 3.532, 4.479], [-1.188, 5.021, 5.521], [-2.131, -6.717, -0.718], [-1.534, -7.030, 0.250], [-2.520, -7.489, -1.681], [-2.430, -5.410, -0.957], [-2.323, -8.470, -1.541], [-2.915, -7.167, -2.553], [-2.871, -5.249, -1.851], [-1.961, -4.729, -0.377], [0.034, -4.300, 5.508], [0.080, -3.407, 6.311], [0.040, -4.101, 4.225], [0.000, -5.552, 5.771], [0.233, -3.211, 3.788], [-0.187, -4.928, 3.693], [0.017, -6.224, 5.018], [-0.109, -5.707, 6.763], [-7.128, 1.306, -0.146], [-8.334, 1.093, -0.081], [-6.497, 2.074, 0.683], [-6.278, 0.873, -1.072], [-7.090, 2.647, 1.266], [-5.501, 2.087, 0.515], [-5.276, 0.987, -1.027], [-6.561, 0.122, -1.685]], "forces_ev_per_angstrom": [[0.04, 0.16, -0.09], [0.94, -0.07, -0.36], [2.82, 0.60, 0.74], [-1.07, -2.85, 2.41], [-2.47, 3.16, -3.57], [-0.82, -0.41, 0.03], [0.40, -0.44, 0.88], [-0.06, -0.42, -0.27], [0.25, 0.44, 0.18], [-0.93, 1.80, -1.48], [-1.10, 1.87, 0.49], [2.91, -0.97, 1.75], [-1.11, -2.97, -1.37], [0.04, -0.55, 0.14], [0.30, 0.34, 0.21], [-0.37, 0.02, -0.29], [0.25, 0.35, 0.60], [1.20, 0.06, 2.97], [0.30, -0.66, 1.44], [-3.98, 3.29, -2.03], [2.92, -2.94, -2.47], [-0.14, -0.13, -0.48], [-0.59, 0.82, 0.49], [0.77, -0.40, 0.23], [-0.48, -0.04, -0.12], [-2.09, -0.51, -0.97], [4.86, 1.16, -0.80], [0.10, -1.67, 4.90], [-2.51, 1.04, -3.93], [0.45, -0.02, 0.02], [-0.74, -0.27, 0.78], [-0.45, 0.20, 0.06], [0.25, 0.04, -0.06], [-1.01, 2.18, 1.79], [0.76, -0.28, -0.06], [2.16, -2.60, -0.06], [-1.00, 0.37, -0.95], [-0.31, -0.31, -0.27], [0.46, 0.03, 0.21], [-0.97, 0.90, -0.05], [-0.09, -0.35, -0.69], [0.05, 4.03, 0.01], [1.67, -1.79, 3.03], [-1.14, -3.67, -2.71], [-0.53, 0.38, -0.32], [-0.18, 0.17, -0.37], [0.17, -0.24, 0.39], [0.30, 1.01, 0.50], [-0.32, 0.14, -0.48], [0.38, 3.32, -0.14], [0.11, 1.38, 2.07], [-0.10, 0.47, -4.40], [-0.33, -4.49, 2.44], [-0.27, -0.28, 0.17], [0.21, 0.87, -0.77], [-0.04, -0.28, 0.95], [0.02, -0.97, -0.38], [-2.34, -0.69, -0.50], [0.06, -0.36, -0.52], [1.21, 1.89, 2.34], [0.95, -2.26, -3.05], [0.88, 0.07, 0.21], [-0.23, 1.06, 1.12], [-0.29, 0.07, 0.22], [-0.15, 0.20, 0.22]]}



Number 1: gap between HOMO and LUMO 8.2 eV, electronic energy -1329.85357 Ha. Number 2: gap between HOMO and LUMO 6.9 eV, electronic energy -2262.49229 Ha.